Record 1
C62H165N7O31 | ωB97M-V/def2-TZVPD

Atoms and positions in Å:
C1 -0.61387 1.07590 -1.31498
C2 0.23469 0.28553 -0.26897
C3 1.65721 0.01135 -0.75596
C4 2.60265 -0.33645 0.38067
C5 2.59275 0.70222 1.52363
C6 1.21831 0.91906 2.08340
N1 0.38534 1.27987 0.88615
O1 -0.97874 1.34316 1.39126
C7 0.57097 -0.30722 2.86517
C8 1.34905 2.20227 3.00402
C9 -0.52819 -1.11627 -0.00875
H1 -0.10558 2.08053 -1.53325
H2 -1.61045 1.26197 -0.90319
H3 -0.74752 0.47393 -2.22746
H4 1.60167 -0.83397 -1.44424
H5 2.10551 0.88540 -1.29386
H6 3.62501 -0.46957 0.10265
H7 2.23701 -1.25877 0.80156
H8 3.05690 1.68169 1.12848
H9 3.26514 0.43909 2.40043
H10 0.05470 0.20012 3.66552
H11 -0.03138 -0.96094 2.21257
H12 1.36848 -0.86140 3.32176
H13 2.40264 2.16917 3.40387
H14 1.19655 3.07893 2.39766
H15 0.69519 2.16025 3.82895
H16 0.03304 -1.85135 0.54478
H17 -0.58952 -1.54946 -1.04400
H18 -1.46853 -0.92811 0.39088
H19 -1.20986 2.24758 1.26709
C10 -2.29736 3.28510 -3.75477
C11 -3.22393 2.49435 -4.69743
C12 -4.33264 3.42489 -5.31521
C13 -5.21807 2.75115 -6.23387
C14 -4.37350 2.38926 -7.44003
C15 -3.20078 1.54986 -7.19333
N2 -2.52437 1.96525 -5.87513
O2 -1.50180 1.00977 -5.51673
C16 -3.68364 0.10996 -7.06400
C17 -2.13931 1.68858 -8.29182
C18 -3.84793 1.41860 -3.80218
H20 -1.59386 3.99151 -4.24394
H21 -1.67692 2.59023 -3.16971
H22 -2.90310 3.82090 -3.04070
H23 -4.76752 3.71093 -4.35315
H24 -3.99260 4.44144 -5.71972
H25 -6.12410 3.30676 -6.48475
H26 -5.64487 1.84997 -5.73978
H27 -3.94786 3.26364 -7.96581
H28 -4.96606 1.85257 -8.16157
H29 -2.89473 -0.66510 -7.03603
H30 -4.31679 0.00005 -6.22465
H31 -4.27886 -0.24344 -7.93904
H32 -1.55357 2.56000 -8.28068
H33 -1.38288 0.90916 -8.18400
H34 -2.60146 1.57488 -9.25902
H35 -4.40167 1.85259 -2.97926
H36 -3.12432 0.71786 -3.41169
H37 -4.49142 0.72839 -4.30223
H38 -1.92081 0.16663 -5.57393
C19 3.16721 -4.16199 -0.84221
C20 3.02839 -5.61950 -0.78021
O3 1.76933 -6.02290 -0.38545
O4 2.37141 -3.57074 -1.76418
H39 4.19724 -3.94474 -1.09637
H40 3.05812 -3.59433 0.08408
H41 3.78377 -6.08220 -0.15804
H42 3.23729 -6.05702 -1.83374
H43 1.74237 -5.73498 0.53854
H44 1.45823 -3.63149 -1.51321
C21 5.06962 -0.54295 -3.51290
C22 4.26194 -1.51075 -4.33059
O5 2.90791 -1.60062 -3.78556
O6 5.39213 -1.11267 -2.26465
H45 4.53779 0.42017 -3.39631
H46 5.99443 -0.37476 -4.10076
H47 4.66084 -2.53283 -4.24130
H48 4.20745 -1.25975 -5.40062
H49 2.97907 -2.21185 -3.01758
H50 6.11220 -0.59329 -1.87616
C23 -2.21382 -7.01000 -1.84892
C24 -1.73264 -5.94543 -0.89699
O7 -0.71599 -5.17408 -1.51875
O8 -2.48515 -6.32865 -3.05830
H51 -3.15951 -7.49470 -1.53792
H52 -1.54291 -7.84597 -2.06052
H53 -1.40895 -6.39249 0.04235
H54 -2.65582 -5.36585 -0.69794
H55 0.20646 -5.56851 -1.51415
H56 -1.71284 -6.34281 -3.63136
C25 -3.37079 -2.84474 0.69097
C26 -4.62751 -3.69827 0.56195
O9 -5.58762 -3.14343 -0.33788
O10 -3.51219 -1.87084 1.73753
H57 -3.12999 -2.43944 -0.27972
H58 -2.49199 -3.46722 0.99983
H59 -5.14010 -3.82628 1.57753
H60 -4.45029 -4.74132 0.21875
H61 -5.17409 -2.98582 -1.20594
H62 -4.29156 -1.33062 1.44381
C27 1.66353 5.18211 -2.06806
C28 1.51948 6.60791 -1.69389
O11 2.22044 7.00447 -0.51809
O12 0.84138 4.38356 -1.13975
H63 2.65456 4.80251 -2.07088
H64 1.16592 4.99565 -3.07429
H65 0.45256 6.80841 -1.56080
H66 1.92299 7.22334 -2.49600
H67 1.62045 7.07376 0.23787
H68 1.44405 3.85522 -0.61607
C29 -3.13399 -3.16357 -3.87762
C30 -2.09567 -2.39132 -3.07220
O13 -1.29116 -1.64350 -3.95111
O14 -3.96397 -3.90058 -2.93494
H69 -2.66832 -3.89821 -4.56740
H70 -3.70228 -2.41548 -4.38991
H71 -1.50860 -3.04267 -2.41860
H72 -2.60454 -1.60672 -2.51798
H73 -0.60005 -2.15996 -4.39093
H74 -3.38152 -4.68181 -2.76238
C31 2.89771 -4.84459 3.46419
C32 2.74337 -3.37262 3.75908
O15 3.44045 -3.10260 4.96144
O16 2.07135 -5.26457 2.39220
H75 2.75373 -5.55340 4.30271
H76 3.93272 -5.05011 3.16148
H77 1.68743 -3.03236 3.95789
H78 3.02670 -2.81643 2.89744
H79 4.37181 -3.11185 4.74128
H80 1.08100 -5.33306 2.61384
C33 4.39068 4.63514 4.92876
C34 3.80933 5.88426 5.60355
O17 2.42861 5.95650 5.46447
O18 3.96584 4.70028 3.55051
H81 3.94275 3.71698 5.26362
H82 5.45880 4.64899 5.13099
H83 4.14597 6.83024 5.11877
H84 4.07236 6.09332 6.65880
H85 2.31855 5.84921 4.50470
H86 4.56685 5.15171 2.96500
C35 -0.32841 -2.11171 -7.29621
C36 0.90996 -2.21440 -6.33936
O19 0.67742 -3.17426 -5.29325
O20 -0.09855 -1.10979 -8.28318
H87 -1.20768 -1.90568 -6.67378
H88 -0.43087 -2.98916 -7.91151
H89 1.12587 -1.29733 -5.85579
H90 1.69892 -2.66416 -7.03914
H91 1.40573 -3.08760 -4.69753
H92 0.29901 -0.29706 -7.94157
C37 1.83585 1.69043 -4.29385
C38 3.22752 2.41451 -4.38636
O21 4.12699 1.78272 -5.24547
O22 1.34404 1.62244 -5.57118
H93 1.16714 2.18714 -3.55381
H94 1.94259 0.60589 -4.00409
H95 3.71046 2.34943 -3.37400
H96 3.16899 3.47281 -4.72458
H97 3.70758 1.66925 -6.07028
H98 0.38746 1.48768 -5.63659
C39 -2.93716 -2.51093 5.94292
C40 -1.77104 -2.47548 4.97317
O23 -2.05101 -3.04048 3.70209
O24 -2.57151 -2.11405 7.31657
H99 -3.38496 -3.50281 6.01061
H100 -3.75267 -1.84146 5.73648
H101 -0.96475 -3.05418 5.38116
H102 -1.42884 -1.41971 4.80916
H103 -2.68170 -2.43487 3.26938
H104 -1.61122 -2.23485 7.40265
C41 -2.21662 5.18091 1.25798
C42 -1.01142 5.58746 2.04689
O25 0.07486 6.02033 1.24115
O26 -1.93065 3.89997 0.54768
H105 -2.69939 5.89110 0.56918
H106 -2.96981 4.90311 1.99567
H107 -0.74732 4.70984 2.67260
H108 -1.20829 6.37721 2.79839
H109 0.38478 5.44817 0.52275
H110 -1.50946 4.06652 -0.32030
C43 -4.79432 2.72962 3.92683
C44 -3.30979 2.33838 3.77087
C45 -2.48767 2.98819 4.90681
O27 -2.43197 4.37481 4.62565
C46 -1.99811 5.14137 5.73522
N3 -3.14759 0.85330 3.78605
H111 -5.34786 2.22832 4.77338
H112 -5.29356 2.33376 3.00571
H113 -4.75249 3.81690 3.97741
H114 -3.00238 2.79578 2.85605
H115 -1.52465 2.50002 5.03283
H116 -3.03512 2.82137 5.86407
H117 -0.96412 4.99473 5.86364
H118 -2.60994 4.83503 6.59949
H119 -2.22454 6.19781 5.53084
H120 -2.38166 0.51749 3.14297
H121 -3.96230 0.43789 3.35683
C47 4.97155 2.88264 -0.63536
C48 4.61640 3.89843 0.45959
C49 5.28728 5.16466 0.16203
O28 5.29942 6.03880 1.27100
C50 6.04956 7.19138 1.05678
N4 3.12620 4.00404 0.62940
H122 4.46288 1.98533 -0.47821
H123 6.07070 2.74426 -0.79902
H124 4.68528 3.27965 -1.60030
H125 5.06552 3.60680 1.42346
H126 4.91672 5.65009 -0.69782
H127 6.31384 4.99427 -0.13044
H128 7.07268 6.82290 0.80079
H129 6.07898 7.74347 1.95690
H130 5.60658 7.88945 0.30727
H131 2.77009 3.65636 1.52846
H132 2.92710 4.97522 0.64863
C51 5.98621 0.53961 2.20519
C52 5.51308 -0.56827 3.12210
C53 6.58524 -1.59390 3.26808
O29 5.96662 -2.72515 3.83926
C54 6.52688 -4.03807 3.54310
N5 5.20593 0.00589 4.39918
H133 6.89211 0.99509 2.58469
H134 5.25772 1.34628 1.99831
H135 6.39145 0.14254 1.23036
H136 4.75837 -1.08663 2.62655
H137 7.44079 -1.27588 3.90056
H138 6.98645 -1.92312 2.28918
H139 6.35709 -4.30750 2.49164
H140 5.98187 -4.75106 4.18245
H141 7.60800 -4.02965 3.80700
H142 6.02658 0.53405 4.66158
H143 5.05825 -0.65688 5.15092
C55 -7.76348 0.18086 -0.79334
C56 -6.37409 -0.00068 -0.14011
C57 -5.75490 1.37823 0.29814
O30 -5.55291 2.18800 -0.84639
C58 -5.30862 3.56848 -0.65804
N6 -6.23051 -0.84058 1.04108
H144 -7.80017 1.01640 -1.41353
H145 -8.54437 0.29234 0.00457
H146 -8.05631 -0.74000 -1.32963
H147 -5.67262 -0.33734 -0.88240
H148 -4.74377 1.15562 0.71157
H149 -6.37959 1.84191 1.03266
H150 -4.61914 3.77062 -1.47570
H151 -4.77839 3.65717 0.26870
H152 -6.21661 4.13537 -0.64943
H153 -6.72516 -1.72438 0.87380
H154 -6.62392 -0.38226 1.83667
C59 -0.61794 -7.98868 2.98124
C60 -1.21961 -6.71524 3.74087
C61 -0.73042 -6.51958 5.19585
O31 -1.58359 -7.22350 6.11012
C62 -1.11749 -6.95344 7.41212
N7 -0.72201 -5.58321 2.98270
H155 -1.21249 -8.18741 2.08255
H156 -0.65921 -8.82765 3.69679
H157 0.43299 -7.81447 2.69734
H158 -2.29495 -6.80508 3.79093
H159 -0.71892 -5.50527 5.58955
H160 0.31187 -6.90451 5.29819
H161 -1.58558 -7.65483 8.10592
H162 -1.37717 -5.97939 7.84426
H163 -0.02248 -6.99635 7.47149
H164 -0.83333 -5.79654 2.01891
H165 -1.02545 -4.63419 3.34348

Properties
Total charge   0
Energy above the lowest of the compared OMol25 structures with the same formula, charge and spin   20.83 kcal per mole
HOMO level   -8.16 eV
Orbital gap   8.46 eV

Record 2
C62H37BrI5N7Zn | ωB97M-V/def2-TZVPD

Atoms and positions in Å:
Zn1 12.17289 14.70121 20.58735
I1 10.19063 20.74996 13.43781
C1 11.00714 19.49438 14.91300
C2 10.18323 18.68537 15.67668
C3 10.71950 17.89480 16.67745
C4 12.10859 17.88812 16.91930
C5 12.91281 18.71599 16.17086
C6 12.36616 19.54264 15.17701
C7 12.70753 16.97819 17.95976
C8 12.44580 17.53110 19.34725
C9 12.41942 18.96845 19.62199
C10 12.27978 19.09624 20.96913
C11 12.19540 17.73950 21.51994
C12 11.73489 17.41133 22.77013
C13 11.78467 18.50390 23.77655
C14 10.63322 18.92432 24.43194
C15 10.73165 19.89365 25.42526
C16 11.98729 20.43494 25.75744
I2 12.17462 21.86825 27.26952
C17 13.11781 20.02343 25.05996
C18 13.01328 19.06545 24.09418
C19 11.33448 16.10378 23.23080
N1 11.48420 14.95828 22.51472
C20 11.05385 13.95114 23.32526
C21 11.35640 12.57172 23.17793
C22 10.68472 11.64538 24.14758
C23 11.40395 10.95226 25.13103
C24 10.76805 10.05545 25.95818
C25 9.38953 9.83114 25.86399
I3 8.41605 8.49985 27.16657
C26 8.69565 10.48748 24.84836
C27 9.34046 11.38057 23.98974
C28 12.24954 12.01345 22.29934
C29 12.65422 10.63591 22.27559
C30 13.72976 10.55932 21.44501
C31 13.91279 11.89342 20.93270
N2 13.00629 12.74911 21.40154
C32 14.91894 12.20629 19.93116
C33 14.84955 13.30721 19.14318
C34 15.44468 13.42737 17.82061
C35 14.66641 14.30398 17.11928
C36 13.60305 14.69796 18.05155
N3 13.78727 14.22430 19.24154
C37 15.87440 11.12291 19.60971
C38 16.91689 10.83254 20.47090
C39 17.73949 9.75194 20.25957
C40 17.49840 8.93149 19.17496
I4 18.77635 7.31802 18.85696
C41 16.46077 9.18837 18.29313
C42 15.62795 10.28154 18.52790
C43 10.55300 14.48374 24.52796
C44 10.76559 15.83966 24.49508
N4 12.31982 16.82013 20.45133
H1 9.11591 18.63180 15.47780
H2 10.08647 17.17974 17.21684
H3 13.99929 18.78206 16.29941
H4 13.03124 20.19238 14.59165
H5 12.46790 19.73173 18.84814
H6 12.15503 20.03460 21.49847
H7 9.67312 18.50686 24.18754
H8 9.85822 20.24393 25.91506
H9 14.07223 20.52461 25.20304
H10 13.88254 18.74145 23.55126
H11 12.46081 11.14414 25.26817
H12 11.31987 9.56813 26.74102
H13 7.65827 10.28185 24.72855
H14 8.78607 11.86454 23.19140
H15 12.23010 9.79165 22.80705
H16 14.36634 9.71619 21.20969
H17 16.29696 12.88517 17.42110
H18 14.78305 14.57518 16.05580
H19 17.08902 11.45526 21.31824
H20 18.55207 9.53263 20.91821
H21 16.25974 8.55102 17.43276
H22 14.77229 10.46381 17.87530
H23 10.18870 13.93139 25.36700
H24 10.58145 16.55063 25.26223
Br1 8.45804 19.69429 19.60401
C45 7.68523 18.24631 18.64480
C46 7.14734 18.53004 17.40570
C47 6.62166 17.50075 16.64315
C48 6.55984 16.21278 17.14156
C49 7.05893 15.95319 18.41288
C50 7.66532 16.94572 19.16147
I5 8.58560 16.36110 20.95472
H25 7.16730 19.54791 17.02399
H26 6.26795 17.76260 15.62365
H27 6.11954 15.42437 16.56406
H28 7.07078 14.93034 18.78384
N5 10.83556 15.38051 13.66592
C51 10.19901 15.06572 12.48391
C52 10.38500 15.51689 11.19385
C53 9.65529 14.87690 10.19571
C54 8.77435 13.82298 10.50351
C55 8.59173 13.37536 11.79911
C56 9.32812 13.99596 12.79649
N6 9.38667 13.73753 14.16553
C57 10.30100 14.55991 14.61314
C58 10.70626 14.66273 16.01348
C59 11.92169 15.17025 16.33188
C60 12.28010 15.42848 17.75020
N7 11.31231 14.96704 18.72535
C61 10.16182 14.41580 18.28836
C62 9.76379 14.24777 17.00612
H29 11.39069 16.18949 13.86673
H30 11.08360 16.32426 10.96489
H31 9.75384 15.18266 9.16272
H32 8.23220 13.30740 9.71218
H33 7.94652 12.55272 12.04723
H34 12.60065 15.52680 15.57065
H35 13.77656 17.05362 17.81373
H36 9.51407 14.11106 19.09091
H37 8.84542 13.75547 16.70763

Properties
Total charge   0
Energy above the lowest of the compared OMol25 structures with the same formula, charge and spin   45.66 kcal per mole
HOMO level (spin up / spin down)   -6.63 / -6.63 eV
Orbital gap (spin up / spin down)   4.64 / 4.64 eV